[1]
This record from the OMol25 dataset describes a molecular structure, C15H16BrNTl. The level of theory is the ωB97M-V functional and the def2-TZVPD basis.

Element x y z (Å)
1 Tl -2.117 -1.754 -0.754
2 Br -2.117 -1.734 1.744
3 C -2.117 0.178 1.755
4 C -2.117 0.786 3.016
5 C -2.117 2.173 3.123
6 C -2.117 2.958 1.971
7 C -2.117 2.371 0.696
8 C -2.117 3.175 -0.457
9 C -2.117 2.608 -1.732
10 C -2.117 1.227 -1.871
11 C -2.117 0.423 -0.734
12 C -2.117 0.959 0.572
13 H -2.117 0.184 3.921
14 H -2.117 2.644 4.103
15 H -2.117 4.041 2.077
16 H -2.117 4.260 -0.370
17 H -2.117 3.245 -2.612
18 H -2.117 0.767 -2.854
19 C 3.108 -2.491 -1.977
20 C 2.596 -1.781 -0.723
21 C 3.113 -0.348 -0.699
22 C 3.091 -2.527 0.522
23 C 1.123 -1.762 -0.740
24 N -0.032 -1.754 -0.754
25 H 4.222 -2.499 -1.974
26 H 2.754 -1.955 -2.884
27 H 2.739 -3.540 -2.001
28 H 4.225 -0.348 -0.692
29 H 2.746 0.173 0.212
30 H 2.758 0.197 -1.601
31 H 4.204 -2.533 0.530
32 H 2.722 -3.575 0.508
33 H 2.725 -2.014 1.436
34 H -3.980 -1.754 -0.754

**Frontier orbital gap**: 0.2496 Ha
**Energy above the lowest of the compared OMol25 structures with the same formula, charge and spin**: 18.9 kcal per mole
**Total charge**: +1
**M**: 494.59 g/mol

Atom charges from the Mulliken analysis, given in e for atoms 1 to 5:
1. Tl 0.474
2. Br -0.104
3. C 0.401
4. C -0.600
5. C -0.720



[2]
This record from the OMol25 dataset describes 2 unconnected molecules or ions with the total composition C15H16Cl2N2O3. The level of theory is the ωB97M-V functional and the def2-TZVPD basis.

Element x y z (Å)
1 O -2.016 6.434 -1.748
2 C -1.344 5.697 -1.178
3 O -1.984 4.700 -0.590
4 H -2.877 4.667 -0.652
5 C 0.349 5.594 -0.903
6 C 0.765 4.646 0.187
7 C 0.802 4.230 -1.157
8 C 0.226 3.075 -1.992
9 O -0.770 3.206 -2.686
10 N 0.635 1.927 -1.631
11 C 1.580 1.440 -0.880
12 H 2.458 0.780 -1.339
13 H 2.347 2.531 -0.289
14 C 1.041 0.785 0.410
15 N 0.537 -0.394 -0.026
16 C 0.300 -1.607 0.832
17 C 0.027 -2.666 0.265
18 C -0.020 -3.964 0.894
19 C 0.453 -3.933 1.982
20 C 0.712 -2.857 2.765
21 C 0.899 -1.668 2.052
22 H 0.923 -0.859 2.615
23 H 1.056 -2.887 3.706
24 Cl 0.296 -5.553 3.043
25 Cl -0.296 -5.460 -0.249
26 H -0.288 -2.694 -0.970
27 C -0.592 0.027 -0.742
28 H -1.418 0.606 -0.552
29 C -0.182 0.642 -2.011
30 H 0.540 0.101 -2.606
31 H -0.899 1.002 -2.893
32 H -1.067 -0.963 -1.235
33 H 0.407 1.472 1.014
34 H 2.019 0.510 1.218
35 H 1.882 4.402 -1.777
36 H 1.529 5.032 0.410
37 H 0.255 4.119 0.621
38 H 0.341 6.477 -1.165

**Frontier orbital gap**: 0.3266 Ha
**Energy above the lowest of the compared OMol25 structures with the same formula, charge and spin**: 366.1 kcal per mole
**M**: 343.21 g/mol

Atom charges from the natural (NBO) analysis, given in e for atoms 1 to 5:
1. O -0.589
2. C 0.810
3. O -0.725
4. H 0.488
5. C -0.274



[3]
This record from the OMol25 dataset describes C15H16Cl2N4O6 in the gas phase. The level of theory is the ωB97M-V functional and the def2-TZVPD basis.

Element x y z (Å)
1 O -1.333 -4.327 -2.365
2 C -1.815 -3.385 -1.722
3 N -1.198 -2.159 -1.721
4 C -1.671 -1.154 -1.030
5 C -2.965 -1.269 -0.256
6 N -2.940 -0.415 0.959
7 C -2.220 0.795 0.955
8 C -2.535 1.803 1.897
9 C -1.971 3.075 1.772
10 Cl -2.277 4.205 3.039
11 C -1.126 3.375 0.699
12 Cl -0.380 4.992 0.614
13 C -0.759 2.371 -0.203
14 C -1.301 1.075 -0.116
15 N -0.937 0.069 -1.054
16 C 0.253 0.166 -1.979
17 C 1.523 -0.399 -1.334
18 O 1.254 -1.753 -0.832
19 C 2.104 0.568 -0.237
20 O 2.456 1.847 -0.842
21 C 3.386 -0.021 0.381
22 O 3.041 -1.217 1.127
23 C 4.028 0.967 1.347
24 O 4.986 0.228 2.059
25 C -3.233 -2.722 0.008
26 O -4.016 -3.101 0.861
27 N -2.778 -3.694 -0.830
28 H -3.801 -0.938 -0.893
29 H -3.588 -0.640 1.735
30 H -3.228 1.629 2.693
31 H -0.035 2.674 -0.958
32 H 0.054 -0.432 -2.881
33 H 0.363 1.153 -2.405
34 H 2.289 -0.431 -2.169
35 H 0.523 -2.130 -1.371
36 H 1.353 0.723 0.552
37 H 2.818 2.481 -0.188
38 H 4.117 -0.284 -0.385
39 H 2.307 -1.616 0.633
40 H 3.324 1.398 2.040
41 H 4.464 1.792 0.781
42 H 4.565 -0.645 2.254
43 H -3.102 -4.657 -0.638

**Frontier orbital gap**: 0.2896 Ha
**Energy above the lowest of the compared OMol25 structures with the same formula, charge and spin**: 0.0 kcal per mole
**M**: 419.22 g/mol

Atom charges from the natural (NBO) analysis, given in e for atoms 1 to 5:
1. O -0.573
2. C 0.751
3. N -0.612
4. C 0.552
5. C -0.194